No. 1
The following is a DFT calculation (ωB97M-V/def2-TZVPD) of a structure of composition C6H8N2O5 at a distorted geometry.

Relative energy (zero: lowest compared OMol25 entry of this formula, charge and spin), kcal per mole: 32.7
Gap between HOMO and LUMO, eV: 9.1536
Energy, eV: -19565.5356
Maximum force, eV Å⁻¹: 5.83
Net charge: 0
Highest occupied orbital energy, eV: -8.8778

Each line ends with the natural charge from an NBO analysis.
Geometry (Å):
C -1.29451 -2.42963 -0.40531  0.4371
C -0.90058 2.41033 -0.23357  -0.0517
C -2.49360 -0.51316 -0.03441  0.7619
C 1.53874 -0.30377 0.29870  -0.1253
C -1.14897 0.10486 -0.16806  0.1469
C -0.37057 -0.76431 0.79458  0.4282
N -1.26956 1.43484 0.44130  -0.4125
N -0.37959 -2.08702 0.39785  -0.5188
O -2.46801 -1.75631 -0.55366  -0.4778
O -3.47124 -0.12023 0.51944  -0.4839
O 1.91152 -0.71015 -1.00457  -0.7147
O -0.71492 -0.05428 -1.44132  -0.7093
O -0.47622 -0.43283 2.16108  -0.6937
H -1.29474 -3.42907 -0.65516  0.1917
H -1.02954 3.34496 0.33890  0.1910
H -0.49793 2.31119 -1.29736  0.1760
H 2.09667 -0.84994 0.99798  0.1764
H 1.70870 0.76658 0.49822  0.1752
H 2.07839 -1.60456 -0.86833  0.4869
H 0.32096 -0.02772 -1.40367  0.5159
H -0.36067 0.45577 2.37001  0.5003

No. 2
The following is a DFT calculation (ωB97M-V/def2-TZVPD) of a cluster of 2 separate species, C3H3ClF2 in total at a distorted geometry.

Relative energy (zero: lowest compared OMol25 entry of this formula, charge and spin), kcal per mole: 108.4
Gap between HOMO and LUMO (alpha / beta), eV: 8.9553 / 8.6881
Energy, eV: -21111.8547
Maximum force, eV Å⁻¹: 4.69
Net charge: 0
Highest occupied orbital energy (alpha / beta), eV: -9.1605 / -9.0871

Each line ends with the natural charge from an NBO analysis.
Geometry (Å):
C -1.44202 0.48629 0.12058  -0.3858
C -0.74532 -0.59142 -0.11455  0.3800
C 1.68600 -0.14808 0.09186  0.0763
F -0.86841 -1.88180 -0.23315  -0.2985
F 1.90556 1.08114 -0.30118  -0.3306
Cl -3.23569 0.63966 0.04327  -0.0738
H -1.09369 1.47723 -0.00046  0.2386
H 1.86345 -0.83574 -0.81704  0.1964
H 1.93011 -0.22729 1.21067  0.1974

No. 3
The following is a DFT calculation (ωB97M-V/def2-TZVPD) of a structure of composition C30H28ClNPSTm at a distorted geometry.

Relative energy (zero: lowest compared OMol25 entry of this formula, charge and spin), kcal per mole: 0.0
Gap between HOMO and LUMO (alpha / beta), eV: 7.4313 / 7.5039
Energy, eV: -95216.5324
Maximum force, eV Å⁻¹: 4.07
Net charge: +2
Spin multiplicity: 3
Highest occupied orbital energy (alpha / beta), eV: -14.2648 / -14.2646

Each line ends with the natural charge from an NBO analysis.
Geometry (Å):
Tm -1.07798 -1.90208 -0.86170  1.6104
Cl -2.80527 -1.52366 0.86843  -0.4885
P 0.21175 0.17713 -2.18797  0.8552
C -1.16272 -0.66510 -3.13456  -0.4140
C -1.00095 -1.66508 -4.11873  -0.1484
C -2.09926 -2.47156 -4.45868  -0.1983
C -3.32713 -2.32142 -3.80449  -0.1866
C -3.51546 -1.29322 -2.88520  -0.1582
C -2.46111 -0.42971 -2.58121  -0.3337
C -0.09073 1.92527 -2.55362  -0.4016
C 0.71309 2.86173 -1.87082  -0.1776
C 0.52484 4.22413 -2.07992  -0.1890
C -0.47845 4.67371 -2.94406  -0.1593
C -1.26892 3.75086 -3.63043  -0.2127
C -1.07017 2.38004 -3.45407  -0.1422
C 1.71675 -0.25841 -3.07916  -0.3069
C 2.70552 -1.00476 -2.40501  -0.2357
C 3.86121 -1.37220 -3.08506  -0.1926
C 4.05197 -0.97962 -4.41724  -0.1607
C 3.07717 -0.21824 -5.07238  -0.1873
C 1.90397 0.14216 -4.40541  -0.2198
H 1.48044 2.49857 -1.18370  0.2217
H 1.16349 4.93833 -1.56547  0.2406
H -0.63383 5.74011 -3.08743  0.2427
H -2.04826 4.09578 -4.30856  0.2391
H -1.67688 1.66433 -4.01170  0.2041
H -0.04533 -1.77550 -4.65014  0.2555
H -1.99870 -3.24421 -5.23364  0.2579
H -4.15349 -3.00414 -4.03243  0.2601
H -4.48828 -1.13315 -2.41756  0.2662
H -2.65358 0.44382 -1.94994  0.2834
H 2.53925 -1.29410 -1.36181  0.2176
H 4.62406 -1.95859 -2.57448  0.2348
H 4.96826 -1.25713 -4.93771  0.2445
H 3.22810 0.10235 -6.10343  0.2441
H 1.13634 0.73146 -4.90934  0.2335
H -1.31228 -3.70476 -1.68508  0.0345
H -0.80157 -3.33076 -2.24906  0.0658
N 0.70395 -2.80486 -0.03705  -1.2602
S 1.62184 -3.20342 1.30915  1.1049
C 1.17205 -2.05682 2.63834  -0.1721
C 2.16074 -1.21568 3.18016  -0.2221
C 1.84858 -0.38383 4.26223  -0.1880
C 0.54432 -0.36906 4.78101  -0.1502
C -0.45850 -1.12781 4.16598  -0.1915
C -0.12915 -2.00257 3.12428  -0.2290
C 0.85904 -4.69378 1.97109  -0.2665
C -0.37378 -5.15977 1.52453  -0.1528
C -1.00058 -6.22482 2.18558  -0.2107
C -0.35152 -6.86324 3.24694  -0.1607
C 0.91315 -6.42972 3.67266  -0.1777
C 1.52281 -5.35487 3.02148  -0.1978
H 1.14870 -3.24783 -0.86037  0.4025
H 3.16021 -1.22480 2.73984  0.2361
H 2.60744 0.29866 4.67020  0.2469
H 0.30021 0.27229 5.63219  0.2457
H -1.50238 -1.02089 4.46945  0.2459
H -0.90766 -2.59810 2.64904  0.2391
H -0.85775 -4.65864 0.68491  0.1879
H -2.00397 -6.53751 1.88785  0.2399
H -0.82840 -7.70373 3.75532  0.2454
H 1.41282 -6.91232 4.51867  0.2497
H 2.50477 -5.00047 3.33622  0.2365

No. 4
The following is a DFT calculation (ωB97M-V/def2-TZVPD) of a structure of composition C29H31BrN4O8 at a distorted geometry.

Gap between HOMO and LUMO, eV: 8.2309
Energy, eV: -122945.3995
Maximum force, eV Å⁻¹: 4.79
Net charge: 0
Highest occupied orbital energy, eV: -9.3194

Each line ends with the Mulliken charge.
Geometry (Å):
C 1.88709 3.08725 3.52485  -0.9513
C 2.20413 3.27411 1.93313  -0.3374
N 1.67944 2.04252 1.25688  0.6736
C 0.47922 2.30193 0.40976  -1.1917
C -0.74270 3.03241 1.15114  0.1389
C -2.08140 2.16911 1.25758  0.2608
C -3.42729 2.67019 0.61611  0.5679
C -3.59274 4.04403 -0.17357  -1.2265
C -4.23331 5.12682 0.87099  0.2230
C -4.02774 6.64789 0.39625  -1.0379
O -3.60183 4.92285 2.16683  -0.5134
C -4.72479 1.79534 0.77574  -0.6478
C -4.77167 0.45159 1.54891  -0.7924
C -3.45507 -0.03496 2.18826  -0.0039
C -2.16890 0.82013 2.01783  0.9471
C -1.02823 0.02301 2.78714  -0.0087
O 0.13744 0.31482 3.09939  -0.4599
N -1.65739 -1.29734 3.11655  -0.2603
Br -1.27246 -2.62206 1.80699  0.0729
C -3.13118 -1.31659 3.07564  0.3078
O -3.96697 -2.07138 3.60396  -0.5589
C 2.76973 1.65966 0.29590  0.0768
C 3.40502 2.71586 -0.76242  -0.9563
O 3.28852 0.50984 0.27724  -0.5568
H 0.88445 3.53031 3.83417  0.2815
H 2.01963 1.99224 3.84547  0.1692
H 2.69952 3.67865 4.09058  0.3940
H 3.35323 3.37571 1.88460  0.4391
H 1.71045 4.24129 1.55920  0.1668
H 0.69122 2.86539 -0.56832  0.3492
H 0.08576 1.26366 0.08250  0.3711
H -0.51508 3.43355 2.19264  0.1658
H -1.00903 3.95582 0.50685  0.0377
H -4.37606 3.88014 -1.00284  0.4216
H -2.64443 4.42995 -0.67500  0.3813
H -5.34034 4.84187 0.97319  0.3691
H -2.99481 6.98956 0.78857  0.2698
H -4.79066 7.32878 0.92897  0.2934
H -4.11598 6.76251 -0.73875  0.2958
H -2.63514 4.99852 1.97333  0.3163
H -5.70109 2.16558 0.31102  0.3023
H -5.72943 -0.17333 1.66163  0.3384
H 4.41321 3.04333 -0.29774  0.3185
H 2.77908 3.66739 -0.86002  0.3166
H 3.66745 2.23067 -1.76076  0.3006
C 5.26904 -1.90861 -0.31740  -0.3725
C 6.01439 -3.08340 -0.26972  -0.4819
C 6.54012 -3.62350 -1.43888  -0.3578
C 6.31650 -2.97500 -2.65196  -0.0235
C 5.56481 -1.80267 -2.70765  -0.4146
C 5.04049 -1.27126 -1.53371  -0.0300
N 6.88918 -3.52611 -3.88235  0.9983
O 7.52719 -4.56613 -3.79823  -0.6051
O 6.70040 -2.91322 -4.92339  -0.5998
H 4.86490 -1.48680 0.59768  0.4218
H 6.18819 -3.57685 0.68084  0.3801
H 7.11894 -4.53902 -1.38797  0.4376
H 5.38238 -1.29493 -3.64837  0.4270
H 4.45682 -0.35835 -1.56464  0.1869
C -1.80396 -7.52682 -1.47301  -0.3839
C -1.40534 -6.35839 -0.83067  -0.3368
C -1.87103 -5.12572 -1.27525  -0.1992
C -2.74047 -5.07521 -2.36288  -0.0325
C -3.13738 -6.24055 -3.01502  -0.3672
C -2.66446 -7.46890 -2.56538  -0.4142
N -3.25313 -3.78071 -2.81838  0.9993
O -2.86825 -2.77815 -2.23374  -0.5844
O -4.03944 -3.77667 -3.75422  -0.5967
H -1.44283 -8.48797 -1.11977  0.3656
H -0.73317 -6.40924 0.01954  0.3702
H -1.55337 -4.22262 -0.76656  0.3550
H -3.80987 -6.20910 -3.86515  0.4266
H -2.96958 -8.38270 -3.06410  0.3677

No. 5
The following is a DFT calculation (ωB97M-V/def2-TZVPD) of a structure of composition C29H48NP3PtSSe at a distorted geometry.

Relative energy (zero: lowest compared OMol25 entry of this formula, charge and spin), kcal per mole: 3.1
Gap between HOMO and LUMO (alpha / beta), eV: 8.3057 / 4.1923
Energy, eV: -139594.6197
Maximum force, eV Å⁻¹: 2.17
Net charge: +4
Spin multiplicity: 5
Highest occupied orbital energy (alpha / beta), eV: -18.8081 / -19.3708

Each line ends with the Mulliken charge.
Geometry (Å):
Pt -0.43227 1.27093 0.04539  1.0907
P 0.17637 -2.37801 1.45851  0.9881
P -1.33172 1.64174 2.18719  0.5852
P 1.76262 1.60267 0.39665  0.6121
H 0.66397 -0.63091 -4.70361  0.3177
C 1.55754 -0.74600 -4.07707  -0.5698
C 1.71117 -1.80492 -3.26470  -0.6310
H 0.94382 -2.58719 -3.18912  0.2927
C -1.14286 -3.32110 0.67777  -1.0507
C 0.06889 -2.61610 3.24233  -1.2842
C 1.75428 -3.04616 0.89628  -1.3065
C -1.86249 3.37220 2.42620  -1.4068
C -2.82355 0.64683 2.49236  -0.9260
C -0.22749 1.30716 3.60042  -1.2642
C 2.68030 1.26527 -1.13703  -0.7107
C 2.60134 0.55219 1.61881  -1.1073
C 2.17625 3.30783 0.85669  -1.0248
H 2.34089 0.01206 -4.19209  0.3400
H 2.63904 -1.97129 -2.69958  0.4045
H -1.05798 -3.25820 -0.41666  0.3453
H -2.12808 -2.93135 0.97649  0.1571
H -1.08029 -4.38009 0.97061  0.5721
H -0.64206 -1.90133 3.67735  0.3867
H 1.05639 -2.46976 3.70345  0.4251
H -0.27456 -3.63538 3.46018  0.4402
H 2.01368 -2.62005 -0.08212  0.3471
H 1.69229 -4.13934 0.79813  0.4548
H 2.54467 -2.80569 1.62010  0.4794
H -1.97957 3.57465 3.49923  0.4813
H -2.82587 3.52636 1.92499  0.4247
H -1.12650 4.06522 1.99851  0.3661
H -2.97961 0.51030 3.57130  0.6049
H -2.74141 -0.33251 2.00748  0.0131
H -3.69034 1.15894 2.06072  0.3572
H -0.79013 1.45995 4.53236  0.5674
H 0.62548 1.99384 3.58825  0.4449
H 0.13440 0.27214 3.57251  0.1606
H 3.71933 1.01209 -0.87917  0.6509
H 2.67246 2.15984 -1.77247  0.1910
H 2.23217 0.43570 -1.70192  -0.1401
H 3.68206 0.72997 1.52621  0.5825
H 2.40155 -0.51233 1.42471  0.0149
H 2.28646 0.80026 2.63859  0.3319
H 3.24566 3.35404 1.09944  0.5014
H 1.59287 3.63377 1.72423  0.2921
H 1.97047 3.98449 0.01936  0.1055
C 0.44438 3.84251 -2.28625  0.6463
C 0.79108 3.03069 -3.38004  -0.4716
C 1.90876 3.35430 -4.15392  -0.4390
C 2.65732 4.50417 -3.87174  -0.5992
C 2.26826 5.34614 -2.82455  -0.4813
C 1.15299 5.03846 -2.05203  -0.6825
Se -0.98897 3.38149 -1.11255  0.1896
H 0.07433 -0.95753 1.13304  -0.2609
H 0.18892 2.14258 -3.58465  0.3702
H 2.18898 2.70993 -4.98823  0.4702
H 3.52564 4.75121 -4.48273  0.4537
H 2.82795 6.25634 -2.60827  0.4629
H 0.81896 5.69826 -1.24769  0.5576
N -1.74189 0.08653 -0.90701  0.0742
S -3.17111 0.55459 -1.56827  0.5244
C -3.28635 -0.48919 -3.04335  0.3213
C -4.54969 -0.84521 -3.53803  -0.6138
C -4.64443 -1.71438 -4.62658  -0.6592
C -3.48149 -2.21974 -5.22240  -0.6558
C -2.22240 -1.82516 -4.75361  -0.5208
C -2.12405 -0.92325 -3.68813  0.4969
C -4.38032 -0.28952 -0.52807  0.6725
C -4.28345 -1.66346 -0.31266  -0.5445
C -5.12421 -2.26613 0.63028  -0.7318
C -6.08771 -1.49954 1.29404  -0.5808
C -6.22963 -0.13682 1.01327  -0.5461
C -5.37383 0.47868 0.09924  -0.7562
H -1.51524 -0.88655 -1.10081  -0.0439
H -5.44333 -0.46071 -3.04786  0.4963
H -5.62609 -1.99785 -5.00664  0.4487
H -3.55747 -2.91389 -6.06120  0.4378
H -1.30844 -2.20889 -5.21182  0.4229
H -1.14847 -0.58210 -3.33740  -0.0822
H -3.56619 -2.25272 -0.88919  0.7053
H -5.02377 -3.33436 0.83523  0.5258
H -6.73682 -1.97232 2.03526  0.4718
H -6.99744 0.45380 1.51407  0.4916
H -5.44187 1.54103 -0.13895  0.5227